(1)
Below is a 2-piece molecular cluster, C11H18 overall in a non-equilibrium geometry, with properties calculated with ωB97M-V/def2-TZVPD.

Summary:
- gap between HOMO and LUMO (eV) = 10.04
- maximum force (Eh/bohr) = 0.0342
- E_LUMO (eV) = 1.0
- relative energy (zero: lowest compared OMol25 entry of this formula, charge and spin) (eV) = 0.684
- SMILES string = Cc1ccccc1.CC(C)C

Positions of all 29 atoms, in Å:
1 C -1.767 1.033 1.366
2 C -3.567 -1.543 -0.745
3 C -3.289 -0.753 0.361
4 C -3.269 -1.123 -2.035
5 C -2.434 0.338 0.206
6 C -2.571 0.064 -2.221
7 C -2.134 0.739 -1.085
8 H -4.120 -2.471 -0.634
9 H -3.537 -1.116 1.348
10 H -3.546 -1.793 -2.838
11 H -2.418 0.506 -3.194
12 H -2.427 1.088 2.235
13 H -1.614 2.102 1.218
14 H -1.621 1.664 -1.314
15 H -0.833 0.503 1.500
16 C 2.573 -0.262 0.502
17 C 3.847 -0.784 -0.113
18 C 2.812 0.443 1.866
19 C 1.863 0.682 -0.468
20 H 1.875 -1.089 0.669
21 H 3.708 -1.376 -1.022
22 H 2.158 0.006 2.628
23 H 3.851 0.339 2.177
24 H 2.503 1.482 1.837
25 H 1.410 0.106 -1.288
26 H 1.065 1.329 -0.122
27 H 4.385 -1.455 0.555
28 H 4.557 0.014 -0.348
29 H 2.539 1.326 -1.040



(2)
Below is a 2-piece molecular cluster, C3H5N4O overall in a non-equilibrium geometry, with properties calculated with ωB97M-V/def2-TZVPD.

Summary:
- gap between HOMO and LUMO (eV) = 8.90
- total charge = +1
- maximum force (Eh/bohr) = 0.0879
- E_LUMO (eV) = -5.2
- relative energy (zero: lowest compared OMol25 entry of this formula, charge and spin) (eV) = 2.974

Positions of all 13 atoms, in Å:
1 C -0.157 2.725 1.726
2 C -0.100 -0.660 0.884
3 C 0.082 -1.186 -0.465
4 N 0.437 2.554 0.734
5 N -0.197 -0.206 1.952
6 N -0.469 -2.337 -0.737
7 N 0.425 -0.364 -1.421
8 O 0.886 2.055 -0.262
9 H -0.562 3.296 2.506
10 H -0.660 -2.929 0.173
11 H -0.716 -2.768 -1.664
12 H 0.858 0.545 -1.120
13 H 0.172 -0.725 -2.305



(3)
Below is C14H26CaN3OS3Sb as an isolated structure, with properties calculated with ωB97M-V/def2-TZVPD.

Summary:
- gap between HOMO and LUMO (spin up / spin down) (eV) = 6.49 / 5.50
- total charge = -1
- maximum force (Eh/bohr) = 0.0134
- 2S+1 = 2
- E_LUMO (spin up / spin down) (eV) = 2.5 / 1.4
- <S²> = 0.7608
- relative energy (zero: lowest compared OMol25 entry of this formula, charge and spin) (eV) = 0.077

Positions of all 49 atoms, in Å:
1 Ca -1.511 -0.026 -0.116
2 C -1.540 1.714 3.778
3 C -0.427 0.815 3.310
4 C -0.644 -0.552 3.155
5 C 0.367 -1.394 2.701
6 C 1.617 -0.877 2.393
7 C 1.848 0.486 2.546
8 C 0.835 1.321 2.997
9 H -1.147 2.595 4.288
10 H -2.206 1.184 4.461
11 H -2.143 2.058 2.936
12 H -1.626 -0.953 3.369
13 H 0.161 -2.449 2.567
14 H 2.397 -1.520 2.007
15 H 2.822 0.898 2.307
16 H 1.018 2.384 3.101
17 N -4.073 -1.324 -2.446
18 C -3.416 -1.624 -1.305
19 O -2.242 -2.036 -1.334
20 C -4.131 -1.400 0.023
21 C -3.147 -1.211 1.198
22 H -3.468 -1.235 -3.251
23 H -4.774 -0.595 -2.381
24 H -4.802 -2.268 0.128
25 H -4.786 -0.530 -0.091
26 H -2.776 -2.196 1.518
27 H -3.674 -0.768 2.050
28 S -4.984 2.218 -2.186
29 Sb -2.741 2.669 -1.940
30 S -1.412 0.982 -2.893
31 S -2.079 2.608 0.314
32 C 2.751 1.342 -2.556
33 C 3.160 0.082 -1.785
34 C 4.516 0.304 -1.123
35 C 3.230 -1.111 -2.730
36 N 2.239 -0.240 -0.674
37 N 0.886 -0.473 -1.060
38 H 3.466 1.543 -3.358
39 H 2.732 2.210 -1.892
40 H 1.764 1.259 -3.015
41 H 5.277 0.530 -1.873
42 H 4.820 -0.584 -0.566
43 H 4.472 1.147 -0.428
44 H 4.039 -0.971 -3.450
45 H 2.305 -1.230 -3.298
46 H 3.417 -2.031 -2.171
47 H 2.222 0.541 -0.026
48 H 0.808 -1.431 -1.385
49 H 0.580 0.142 -1.819